{"formula": "C50H37N8OPt", "method": "ωB97M-V/def2-TZVPD", "elements": ["Pt", "C", "C", "C", "C", "C", "C", "C", "C", "C", "C", "C", "N", "C", "C", "C", "C", "C", "C", "C", "C", "C", "C", "C", "C", "C", "N", "C", "C", "C", "C", "C", "C", "C", "C", "C", "C", "C", "C", "N", "C", "C", "N", "C", "C", "C", "C", "C", "C", "H", "H", "H", "H", "H", "H", "H", "H", "H", "H", "H", "H", "H", "H", "H", "H", "H", "H", "H", "H", "H", "H", "H", "H", "H", "H", "H", "H", "N", "C", "N", "C", "N", "C", "N", "C", "C", "C", "O", "H", "H", "H", "H", "H", "H", "H", "H", "H"], "positions_angstrom": [[0.398, 0.508, 0.141], [-6.918, 2.756, 0.703], [-5.946, 3.744, 0.647], [-4.609, 3.396, 0.518], [-4.240, 2.056, 0.444], [-5.218, 1.067, 0.513], [-6.553, 1.418, 0.637], [-2.808, 1.667, 0.344], [-2.245, 1.003, 1.487], [-2.828, 1.058, 2.818], [-1.926, 0.525, 3.657], [-0.827, 0.033, 2.844], [-1.084, 0.369, 1.505], [0.194, -0.767, 3.248], [0.835, -1.665, 2.196], [1.954, -2.579, 2.633], [3.029, -2.319, 1.902], [2.687, -1.239, 0.954], [3.579, -0.723, -0.022], [4.978, -1.243, -0.044], [5.247, -2.529, -0.506], [6.546, -3.013, -0.521], [7.591, -2.215, -0.076], [7.332, -0.932, 0.384], [6.031, -0.450, 0.402], [3.190, 0.212, -0.950], [1.957, 0.801, -1.073], [2.015, 1.696, -2.103], [0.983, 2.494, -2.561], [1.217, 3.433, -3.699], [1.445, 2.964, -4.989], [1.652, 3.853, -6.034], [1.626, 5.221, -5.801], [1.391, 5.697, -4.519], [1.186, 4.808, -3.475], [-0.317, 2.462, -2.009], [-1.471, 3.129, -2.610], [-2.537, 2.837, -1.853], [-2.066, 2.027, -0.740], [-0.697, 1.796, -0.915], [3.371, 1.669, -2.664], [4.074, 0.761, -1.983], [1.451, -0.847, 1.144], [0.610, -0.725, 4.652], [0.746, 0.546, 5.229], [1.123, 0.683, 6.555], [1.372, -0.441, 7.328], [1.240, -1.706, 6.767], [0.870, -1.849, 5.442], [-7.960, 3.027, 0.804], [-6.226, 4.787, 0.708], [-3.844, 4.163, 0.489], [-4.933, 0.023, 0.468], [-7.309, 0.645, 0.683], [-3.803, 1.452, 3.050], [-2.025, 0.355, 4.716], [1.831, -3.369, 3.351], [3.984, -2.816, 1.936], [4.434, -3.148, -0.868], [6.744, -4.012, -0.888], [8.605, -2.591, -0.090], [8.143, -0.306, 0.732], [5.826, 0.550, 0.767], [1.445, 1.899, -5.180], [1.826, 3.475, -7.033], [1.787, 5.913, -6.616], [1.369, 6.762, -4.331], [1.006, 5.179, -2.473], [-1.432, 3.718, -3.511], [-3.562, 3.134, -1.997], [3.705, 2.281, -3.485], [5.098, 0.460, -2.130], [0.590, 1.421, 4.608], [1.225, 1.671, 6.983], [1.664, -0.336, 8.364], [1.417, -2.588, 7.368], [0.723, -2.848, 5.057], [-4.293, -2.766, 2.939], [-3.238, -3.194, 2.778], [-2.017, -3.738, 2.606], [-1.107, -3.067, 2.107], [-0.208, -2.492, 1.562], [0.517, 4.305, 4.797], [1.637, 3.929, 3.951], [2.956, 4.383, 4.363], [1.411, 3.244, 2.803], [2.603, 2.970, 1.913], [0.295, 2.836, 2.499], [0.493, 5.389, 4.930], [0.604, 3.841, 5.783], [-0.405, 3.983, 4.326], [2.920, 4.616, 5.425], [3.269, 5.285, 3.830], [3.706, 3.608, 4.221], [3.353, 3.758, 1.930], [2.232, 2.834, 0.900], [3.078, 2.035, 2.224]], "mulliken_charge": [1.12, -0.39, -0.90, -0.04, -0.74, -0.03, -0.86, 1.19, 1.10, -1.49, -1.34, -0.11, 0.08, 0.16, 2.07, -1.11, -1.39, 1.23, 0.73, -1.01, 0.09, -0.85, -0.42, -0.89, 0.07, 1.13, -0.52, 0.70, 1.09, -0.84, 0.04, -0.83, -0.39, -0.86, 0.01, 1.18, -1.31, -1.35, 0.35, -0.36, -1.28, -1.52, -0.68, -0.04, 0.38, -0.79, -0.73, -0.93, -0.41, 0.41, 0.41, 0.53, 0.48, 0.42, 0.64, 0.68, 0.60, 0.59, 0.49, 0.41, 0.40, 0.41, 0.50, 0.49, 0.40, 0.41, 0.40, 0.48, 0.49, 0.60, 0.54, 0.52, 0.08, 0.38, 0.42, 0.44, 0.47, -0.46, 0.51, -0.66, 0.70, -0.45, -0.93, 0.30, -1.15, 0.63, -1.15, -0.58, 0.43, 0.27, 0.20, 0.36, 0.31, 0.41, 0.63, -0.08, 0.32], "largest_force_ha_per_bohr": 0.0118, "total_charge": 1, "e_lumo_ev": -4.68, "e_homo_ev": -10.00, "e_tot_ev": -69660.56826, "homo_lumo_gap_ev": 5.320, "mol_weight_g_mol": 960.98}